(1)
# C12H25ClNO2

An isolated ion of composition C12H25ClNO2 and charge +1 in a non-equilibrium geometry (ωB97M-V/def2-TZVPD, OMol25).

```
41
Properties=species:S:1:pos:R:3:lowdin_charge:R:1
Cl -1.9049 -2.7585 3.1231 0.737
O -1.3507 -2.8839 0.2962 -0.061
O 0.6879 -1.0028 -1.5889 -0.062
N 0.3609 -1.5783 0.7645 0.202
C 0.0298 2.0330 -1.8045 -0.374
C 1.6432 0.0740 -1.3239 -0.121
C -1.8081 -1.3045 2.1079 -0.606
C -1.4454 1.9383 -1.4177 -0.059
C -1.1748 -0.1240 2.8442 -0.237
C 0.1770 -0.4086 3.5157 -0.097
C 0.6584 -1.9989 -0.6486 -0.266
C 1.9157 2.2225 -0.0846 -0.040
C 0.2465 1.6251 -3.2588 -0.056
C -0.6079 -2.8704 -0.9359 -0.034
C 0.9203 1.2907 -0.7767 -0.336
C -1.1372 -1.6066 0.7978 -0.345
H -0.4086 -3.8708 -1.2931 0.144
H -1.5592 2.1270 -0.3498 0.074
H 2.4788 2.8219 -0.7920 0.094
H 2.1891 0.2841 -2.2354 0.137
H -1.8440 0.9470 -1.6295 0.077
H -1.4871 -0.9286 0.0159 0.165
H 0.9880 0.0688 2.9594 0.065
H 0.2275 -0.0016 4.5140 0.088
H 0.4085 -1.4662 3.5496 0.050
H 1.3784 2.8509 0.6167 0.089
H -0.5814 2.0274 -3.8373 0.086
H 1.5340 -2.6421 -0.7097 0.176
H -1.1119 0.7325 2.1775 0.109
H 0.3008 3.0835 -1.7358 0.131
H -1.8912 0.1522 3.6089 0.116
H 2.3620 -0.3044 -0.5966 0.124
H -1.2020 -2.3609 -1.6895 0.143
H -2.0081 2.6996 -1.9448 0.086
H 2.6334 1.6585 0.5108 0.077
H 0.2364 0.5526 -3.4210 0.075
H 1.1341 2.0883 -3.6740 0.088
H 0.2594 0.9334 0.0143 0.096
H 0.8317 -0.7380 1.1098 0.146
H 0.7497 -2.3363 1.3378 0.198
H -2.8292 -1.0258 1.8840 0.121
```

Properties
charge: +1
SMILES string: CC[C@H](Cl)[C@H]1[NH2+][C@H](OC[C@@H](C)C(C)C)CO1
gap between HOMO and LUMO: 0.4188 Ha
max |F|: 2.12 eV/Å
highest occupied orbital energy: -0.5230 Eh
energy: -30949.9413 eV

***

(2)
# C12H25F3NO7S2

A 2-piece molecular cluster, C12H25F3NO7S2 overall (ωB97M-V/def2-TZVPD, OMol25).

```
50
Properties=species:S:1:pos:R:3:lowdin_charge:R:1
S -4.7716 2.8483 0.8085 0.938
S -3.5972 -2.6569 0.1390 0.709
F 2.3213 -1.4850 -1.5572 0.076
F 3.9230 -1.6437 -0.1084 0.080
F 3.3262 -3.3741 -1.2547 0.115
O 2.0559 1.6897 -0.6509 -0.032
O -5.3749 1.3657 0.5948 -0.348
O 5.6699 -2.4053 -2.3546 -0.151
O 3.9753 -1.4608 -3.7074 -0.133
O -5.1048 3.5864 -0.3784 -0.359
O -2.4277 3.4513 0.9720 -0.145
O -3.2189 2.2800 0.6677 -0.298
N 0.1756 2.1981 1.6159 -0.037
C -5.6028 0.5856 1.7788 -0.225
C 2.0618 0.9342 0.5559 -0.434
C 0.6830 0.8881 1.2109 -0.184
C -4.8000 -0.7366 1.7902 -0.229
C 3.1472 1.5073 1.4563 -0.041
C -0.9856 2.1133 2.4788 -0.222
C 3.5517 -2.0544 -1.3564 -0.524
C -3.7941 -0.9204 0.6487 -0.572
C -1.9343 3.2864 2.2979 -0.198
C 4.0650 -2.5759 -4.5609 -0.310
C 2.9345 -3.5878 -4.4029 -0.090
C 4.6502 -1.6253 -2.3902 -0.539
H -1.4244 4.2385 2.4702 0.134
H -6.6730 0.3843 1.8030 0.118
H -4.2670 -0.8047 2.7415 0.109
H 4.0350 -2.1754 -5.5810 0.102
H 0.7509 0.1902 2.0654 0.123
H 0.9179 2.6875 2.0997 0.094
H 1.9716 -3.0743 -4.3450 0.069
H 3.3848 0.8060 2.2592 0.083
H -0.7196 2.0878 3.5491 0.123
H 4.0472 1.6620 0.8622 0.086
H -2.7782 3.2093 2.9955 0.112
H 2.8759 2.4708 1.8983 0.064
H -4.1182 -0.3891 -0.2432 0.066
H -1.5270 1.1860 2.2739 0.101
H 3.0546 -4.1953 -3.5080 0.057
H 2.9175 -4.2564 -5.2693 0.060
H -5.3556 1.1949 2.6536 0.102
H 2.3295 -0.0982 0.3313 0.107
H 1.7888 1.0974 -1.3686 0.093
H -3.6215 -3.1762 1.3754 -0.151
H 5.0340 -3.0632 -4.4143 0.101
H -0.0268 0.4556 0.4979 0.124
H 4.7969 -0.5455 -2.1296 0.136
H -2.8133 -0.5340 0.9202 0.051
H -5.5088 -1.5662 1.7690 0.090
```

Properties
charge: -1
gap between HOMO and LUMO: 0.2117 Ha
max |F|: 0.35 eV/Å
highest occupied orbital energy: -0.1438 Eh
energy: -58491.9649 eV

***

(3)
# C12H25F5N6O15

A 7-piece molecular cluster, C12H25F5N6O15 overall in a non-equilibrium geometry (ωB97M-V/def2-TZVPD, OMol25).

```
63
Properties=species:S:1:pos:R:3:lowdin_charge:R:1
F -2.4684 1.3364 2.4468 0.071
F -1.1747 1.6710 4.3035 0.086
F -0.9667 3.1048 2.4371 0.114
F 1.2372 0.7464 0.2907 0.002
F 5.6477 3.5113 1.6153 -0.056
O 2.4390 2.5813 0.9771 0.030
O -0.5989 -3.5646 5.0487 0.075
O 4.4005 0.6812 0.0176 0.015
O -7.8413 0.4412 -1.5706 0.048
O 2.5177 4.2936 2.4814 0.102
O 8.5106 -0.9274 -1.5674 0.087
O -4.2198 -3.7532 -5.7764 0.082
O -4.8176 -1.0509 -0.6650 0.055
O -7.8701 0.7684 -3.7187 0.054
O 0.5669 -2.4057 3.6292 0.054
O -0.2599 0.8525 2.2814 -0.007
O -5.7472 -2.6124 -4.7349 0.028
O 6.7286 0.2629 -1.9206 0.027
O 3.6299 -0.0186 -1.8880 0.074
O -5.7614 -2.1524 0.9505 0.068
N 7.3405 -0.7952 -1.8743 -0.405
N -5.0893 -1.2356 0.5100 -0.429
N -4.8731 -2.7442 -5.5786 -0.422
N 4.2190 0.7846 -1.1866 -0.413
N -0.4698 -2.6927 4.2071 -0.439
N -7.7080 0.0739 -2.7272 -0.438
C 6.5924 -2.0313 -2.2226 0.058
C 2.0350 1.2662 1.3871 -0.246
C -7.3135 -1.3430 -2.9420 0.027
C -1.6778 -1.9051 3.8481 0.039
C -4.5862 -1.5650 -6.4364 0.050
C -1.1782 1.7683 2.8778 -0.425
C 3.1299 3.3047 1.9879 -0.286
C 4.9320 1.5359 2.9592 -0.033
C 4.6092 3.0416 2.5245 -0.195
C 1.0975 1.1928 2.6853 -0.064
C 4.7668 1.9967 -1.8451 0.039
C -4.5564 -0.2597 1.4958 0.038
H -2.5203 -2.2658 4.4355 0.101
H -1.4676 -0.8610 4.0759 0.078
H 5.5674 -1.7624 -2.4735 0.086
H -6.3524 -1.4946 -2.4513 0.074
H 5.6037 1.5707 3.8863 0.095
H 4.5325 1.9553 -2.9070 0.104
H 7.0920 -2.4877 -3.0763 0.104
H -5.4077 0.1902 2.0053 0.111
H 3.9609 1.0195 3.2899 0.080
H -7.2338 -1.5260 -4.0069 0.061
H -3.7933 -1.8244 -7.1353 0.096
H 1.1080 2.1131 3.3547 0.142
H -1.8598 -2.0492 2.7836 0.102
H 6.6176 -2.6864 -1.3527 0.107
H 2.8912 0.5138 1.4963 0.137
H 5.4227 0.9111 2.1246 0.091
H -3.9816 0.4959 0.9658 0.088
H 4.2978 2.8640 -1.3803 0.102
H -3.9235 -0.8081 2.1916 0.077
H -8.0872 -1.9700 -2.4999 0.109
H 4.7469 3.6869 3.4711 0.161
H 5.8408 1.9987 -1.6882 0.076
H -4.2738 -0.7515 -5.7827 0.105
H 1.5010 0.3241 3.3345 0.146
H -5.5033 -1.3150 -6.9686 0.104
```

Properties
SMILES string: C[C@@H](F)C(=O)O[C@H](F)COC(F)(F)F.C[N+](=O)[O-].C[N+](=O)[O-].C[N+](=O)[O-].C[N+](=O)[O-].C[N+](=O)[O-].C[N+](=O)[O-]
gap between HOMO and LUMO: 0.3841 Ha
max |F|: 5.11 eV/Å
highest occupied orbital energy: -0.3937 Eh
energy: -66070.4646 eV

***

(4)
# C12H25MnO4

C12H25MnO4 as an isolated structure (ωB97M-V/def2-TZVPD, OMol25).

```
42
Properties=species:S:1:pos:R:3:lowdin_spin:R:1
Mn -1.2408 -0.0468 -0.0061 2.874
O -1.7617 0.0549 -1.8957 0.020
O -2.7430 -1.3741 0.0965 0.037
O -1.5162 0.0715 1.9330 0.020
O -1.8476 1.8693 0.0246 0.037
C -2.3898 -0.9946 2.4223 0.000
C -1.7064 1.4561 2.3645 0.000
C -2.0043 1.4370 -2.3094 0.000
C -2.6955 -1.0113 -2.2581 0.000
C 6.5997 -0.9585 -0.3792 0.000
C 5.7887 -3.6782 -0.3689 0.000
C -3.4372 -1.3185 1.3764 0.002
C -2.4600 2.2241 1.2982 0.002
C 5.5481 -2.4042 -1.0740 0.000
C -3.5978 -1.3254 -1.0820 0.002
C -2.6182 2.2133 -1.1629 0.002
C 4.9808 -1.2591 -0.4844 0.000
H -4.0875 -2.2898 -1.2192 0.000
H -3.5174 1.9513 1.2593 0.000
H -0.7030 1.8537 2.5045 0.000
H -3.6615 1.9397 -0.9875 0.000
H -3.2727 -0.7150 -3.1325 0.000
H -2.5546 3.2864 -1.3446 0.000
H 6.8408 -0.9531 0.6780 0.000
H 7.3053 -1.6713 -0.8404 0.000
H -2.8479 -0.6941 3.3633 0.000
H -2.6422 1.4536 -3.1916 0.000
H -1.0255 1.8323 -2.5746 0.000
H 5.7313 -2.3746 -2.1448 0.000
H -3.9025 -2.2825 1.5828 0.000
H 6.7132 -4.1587 -0.6851 0.000
H 6.7642 -0.0271 -0.9101 0.000
H -2.2309 1.4782 3.3184 0.000
H -4.3575 -0.5561 -0.9244 0.000
H 4.9732 -4.3418 -0.6835 0.000
H -4.2125 -0.5512 1.3136 0.000
H 4.5828 -1.3359 0.5188 0.000
H -1.7339 -1.8436 2.6047 0.000
H 5.7509 -3.5763 0.7139 0.000
H 4.5414 -0.4961 -1.1108 0.000
H -2.0718 -1.8639 -2.5195 0.000
H -2.3722 3.2985 1.4611 0.000
```

Properties
charge: +3
gap between HOMO and LUMO (spin up / spin down): 0.3672 / 0.3374 Ha
spin multiplicity: 4
energy above the lowest of the compared OMol25 structures with the same formula, charge and spin: 0.00 kJ/mol
max |F|: 0.48 eV/Å
highest occupied orbital energy (spin up / spin down): -0.7213 / -0.6962 Eh
energy: -52329.6978 eV

***

(5)
# C12H25N5O3

The molecule C12H25N5O3 in a non-equilibrium geometry (ωB97M-V/def2-TZVPD, OMol25).

```
45
Properties=species:S:1:pos:R:3:lowdin_charge:R:1
O 0.3352 -0.3773 -1.6525 0.036
O 0.7978 3.4736 1.1868 0.137
O 1.2805 3.5758 -1.0212 0.163
N 1.4348 -2.3042 -0.1685 0.059
N 0.5048 1.0520 0.1284 0.071
N -5.9760 0.6528 -0.4191 0.082
N -6.6079 -1.6619 -0.2812 0.096
N -4.3711 -1.0748 0.2545 0.003
C -1.6416 1.8239 0.3548 -0.135
C 3.4092 -0.6332 -0.6347 -0.384
C 3.8051 0.7046 -0.2576 -0.087
C 4.8966 -2.0145 1.1297 -0.101
C 0.5710 3.2208 0.0425 -0.490
C -3.5070 -0.0532 0.8362 -0.225
C -5.6953 -0.6232 -0.1413 -0.516
C 0.9177 -0.0116 -0.6233 -0.418
C -0.3498 2.0845 -0.3415 -0.245
C 2.0707 -0.9223 0.0123 -0.254
C 4.4747 -1.7600 -0.3707 -0.211
C -2.2007 0.3938 0.0169 -0.148
H 5.5786 -2.9350 1.2428 0.098
H 1.0345 1.1298 1.0618 0.189
H 2.1327 -0.7184 1.1224 0.154
H 3.4227 -0.5836 -1.8363 0.184
H 2.9920 1.4440 0.0469 0.103
H 0.5652 -2.1103 0.3666 0.078
H 4.5398 0.5455 0.4792 0.053
H 5.4329 -1.6740 -0.9795 0.122
H -2.4282 2.5510 0.2094 0.122
H -7.5253 -1.4035 -0.5902 0.084
H -6.9957 0.5871 -0.5735 0.027
H 4.0541 -2.0776 1.7758 0.042
H 1.5842 4.4453 -0.9895 0.099
H -1.4036 1.8655 1.3945 0.106
H 4.4286 1.1589 -1.0196 0.091
H 1.2227 -2.4060 -1.1486 0.061
H -3.0414 -0.3338 1.7642 0.100
H 5.4463 -1.0835 1.3742 0.057
H -4.0412 0.9470 0.9091 0.108
H 4.1135 -2.7336 -0.6777 0.081
H -2.4838 0.6891 -1.0491 0.128
H -4.5521 -1.7069 1.1314 0.158
H -6.2309 -2.6046 -0.4054 0.101
H -0.3879 1.9244 -1.3745 0.140
H -1.6063 -0.4619 -0.2847 0.083
```

Properties
SMILES string: [H]/N=C(\N)NCCC[C@H](NC(=O)[C@@H](N)[C@@H](C)CC)C(=O)O
gap between HOMO and LUMO: 0.3549 Ha
energy above the lowest of the compared OMol25 structures with the same formula, charge and spin: 391.83 kJ/mol
max |F|: 4.90 eV/Å
highest occupied orbital energy: -0.3336 Eh
energy: -26440.3076 eV

***

(6)
# C12H25NO4P

A 2-piece molecular cluster, C12H25NO4P overall in a non-equilibrium geometry (ωB97M-V/def2-TZVPD, OMol25).

```
43
Properties=species:S:1:pos:R:3:lowdin_charge:R:1
P 0.4412 0.8183 -3.0230 0.559
O -0.6845 1.4721 -4.0090 -0.224
O -0.0604 1.7047 -1.7639 -0.208
O 1.4918 0.4309 -3.9954 -0.203
O -0.2691 -0.5952 -2.5957 -0.208
N -0.9846 -1.7027 4.1917 0.121
C -0.5191 0.5185 4.3078 -0.092
C 1.1202 -1.5069 -0.7971 -0.083
C -0.6165 1.0248 -6.3988 -0.071
C 0.6999 -0.2669 4.8840 -0.230
C 0.5581 -1.6871 -2.1990 -0.273
C -1.4285 1.6622 -1.3415 -0.256
C -0.0250 -1.6059 5.0264 0.067
C 1.8327 -0.4065 3.8744 -0.122
C -1.0689 -0.5122 3.3199 -0.114
C 3.0512 -0.8544 4.1974 0.068
C -0.3142 2.0112 -5.2878 -0.273
C -1.5960 0.8213 -0.0949 -0.086
H 0.9403 0.1844 5.8412 0.155
H -0.3058 0.0152 -6.1328 0.075
H -2.5763 1.0004 0.3528 0.082
H -1.6353 -2.4709 4.0773 0.189
H -1.5292 -0.2430 -0.3191 0.061
H 1.6066 -0.5346 -0.6856 0.074
H -0.3724 -0.7044 2.4985 0.109
H -2.0284 -0.3158 2.8515 0.135
H 0.7362 2.2963 -5.2949 0.104
H -0.0636 -2.5817 -2.2375 0.122
H 0.2592 -2.3630 5.7471 0.165
H -2.0888 1.3085 -2.1291 0.118
H -0.8166 1.0508 0.6375 0.068
H -1.2759 0.4967 5.0967 0.130
H 1.3689 -1.8286 -2.9154 0.112
H -0.3540 1.5207 3.9291 0.136
H 0.3247 -1.5610 -0.0497 0.049
H 1.5920 -0.1258 2.8534 0.107
H -1.7083 2.6933 -1.1244 0.128
H 3.9377 -0.3779 3.7908 0.080
H 1.8456 -2.2904 -0.5748 0.080
H -1.6898 0.9853 -6.5912 0.075
H 3.2121 -1.7190 4.8360 0.078
H -0.8936 2.9237 -5.4313 0.117
H -0.1135 1.3146 -7.3216 0.080
```

Properties
charge: +1
gap between HOMO and LUMO: 0.2760 Ha
max |F|: 6.34 eV/Å
highest occupied orbital energy: -0.4441 Eh
energy: -31810.7303 eV

***

What is the formula in the sixth record? C12H25NO4P

***

The lowest energy belongs to which entry? C12H25F5N6O15

***

What is the formula in the first record? C12H25ClNO2